Entry 1:
C26H46Cl2F3InO2PSi as an isolated structure at a distorted geometry. Source: the OMol25 dataset; level of theory: ωB97M-V/def2-TZVPD.

## Properties
LUMO in hartree: 0.077
Energy above the lowest of the compared OMol25 structures with the same formula, charge and spin in kJ/mol: 283.10
2S+1: 1
Orbital gap in eV: 7.0213
Total charge: -1
Strongest force on any atom in hartree/bohr: 0.0669

Last column: Löwdin charge in e.
Element x y z (Å)
1 C 6.951 3.531 1.023  -0.140
2 O 7.030 2.105 1.158  -0.225
3 C 5.753 1.502 1.405  -0.255
4 C 5.000 1.044 0.084  -0.277
5 C 3.873 -0.004 0.512  -0.290
6 In 3.036 -1.122 -1.291  0.676
7 C 0.814 -0.918 -1.519  -0.305
8 C 0.324 0.430 -2.186  -0.308
9 C -0.993 0.296 -3.051  -0.215
10 C -2.310 0.677 -2.242  -0.218
11 C -3.518 1.036 -3.188  -0.216
12 C -4.723 1.766 -2.426  -0.197
13 C -6.042 0.903 -2.567  -0.266
14 C -7.038 1.029 -1.323  -0.251
15 Si -6.900 -0.618 -0.353  0.585
16 C -5.155 -0.577 0.455  -0.173
17 C -7.151 -2.160 -1.460  -0.179
18 C -8.142 -0.766 1.081  -0.230
19 C -9.221 -1.763 1.155  -0.087
20 C -10.132 -1.860 2.300  -0.094
21 C -9.984 -0.963 3.427  -0.098
22 C -8.942 0.061 3.390  -0.091
23 C -8.056 0.136 2.253  -0.093
24 C 3.485 -3.320 -0.852  -0.258
25 C 5.072 -3.458 -0.974  -0.228
26 C 5.645 -4.286 0.219  -0.168
27 F 6.247 -5.511 -0.063  0.012
28 C 5.493 -3.804 1.511  -0.247
29 F 6.195 -2.764 2.046  0.081
30 F 4.571 -4.397 2.348  0.061
31 P 4.372 -0.408 -3.351  0.486
32 O 3.888 -1.071 -4.649  -0.643
33 H 6.024 3.987 1.451  0.090
34 H 7.057 3.762 -0.077  0.095
35 H 7.820 3.988 1.575  0.009
36 H 5.866 0.583 2.048  0.112
37 H 5.046 2.171 1.978  0.118
38 H 4.465 1.945 -0.322  0.099
39 H 5.714 0.620 -0.668  0.089
40 H 4.412 -0.749 1.175  0.019
41 H 3.076 0.455 1.150  0.030
42 H 0.469 -1.789 -2.146  0.028
43 H 0.331 -0.996 -0.506  0.030
44 H 1.127 0.866 -2.837  0.079
45 H 0.140 1.169 -1.354  0.095
46 H -1.099 -0.768 -3.399  0.105
47 H -0.933 0.923 -3.988  0.102
48 H -2.594 -0.250 -1.669  0.099
49 H -2.117 1.524 -1.532  0.107
50 H -3.840 0.085 -3.686  0.105
51 H -3.143 1.701 -4.018  0.102
52 H -4.416 1.949 -1.367  0.096
53 H -4.859 2.737 -2.979  0.105
54 H -6.583 1.180 -3.506  0.107
55 H -5.702 -0.161 -2.710  0.065
56 H -8.072 1.239 -1.694  0.070
57 H -6.666 1.903 -0.716  0.075
58 H -4.344 -0.620 -0.319  0.020
59 H -5.038 -1.327 1.273  0.040
60 H -5.062 0.440 0.940  0.038
61 H -6.954 -1.946 -2.544  0.030
62 H -8.177 -2.596 -1.402  0.015
63 H -6.366 -2.902 -1.136  0.047
64 H -9.380 -2.501 0.342  0.074
65 H -10.932 -2.640 2.354  0.094
66 H -10.675 -1.077 4.289  0.091
67 H -8.836 0.738 4.265  0.093
68 H -7.253 0.904 2.239  0.091
69 H 3.160 -3.477 0.210  0.029
70 H 2.965 -4.007 -1.562  0.028
71 H 5.355 -3.942 -1.944  0.111
72 H 5.565 -2.441 -0.963  0.082
73 H 4.367 1.033 -3.457  -0.071
74 H 5.768 -0.736 -3.153  -0.068
75 Cl 10.858 3.678 6.025  0.521
76 C 9.478 2.746 5.386  -0.662
77 C 9.175 3.087 3.945  -0.642
78 Cl 8.526 4.737 3.766  0.570
79 H 8.619 2.931 6.030  0.068
80 H 9.744 1.692 5.467  0.073
81 H 8.417 2.405 3.555  0.071
82 H 10.062 3.003 3.319  0.077

=====

Entry 2:
C26H46IrNO2P3 as an isolated structure at a distorted geometry. Source: the OMol25 dataset; level of theory: ωB97M-V/def2-TZVPD.

## Properties
LUMO (alpha / beta) in hartree: -0.364 / -0.518
Energy above the lowest of the compared OMol25 structures with the same formula, charge and spin in kJ/mol: 139.71
2S+1: 6
Orbital gap (alpha / beta) in eV: 4.6266 / 4.9907
Total charge: +4
Strongest force on any atom in hartree/bohr: 0.1496

Last column: Löwdin charge in e.
Element x y z (Å)
1 P 4.228 -1.153 -0.875  1.074
2 C 4.150 -0.910 0.951  -0.217
3 H 5.158 -0.757 1.363  0.093
4 H 3.686 -1.793 1.404  0.040
5 H 3.516 -0.038 1.165  0.038
6 C 5.713 -2.244 -0.961  -0.207
7 H 5.921 -2.435 -2.023  0.070
8 H 5.470 -3.196 -0.469  0.069
9 H 6.579 -1.770 -0.480  0.088
10 C 4.986 0.471 -1.315  -0.219
11 H 6.020 0.536 -0.948  0.090
12 H 4.380 1.282 -0.886  0.052
13 H 4.976 0.566 -2.410  0.059
14 P -0.918 3.972 -1.297  0.875
15 C -1.016 4.598 0.403  -0.222
16 H -1.182 5.685 0.395  0.081
17 H -0.072 4.356 0.921  0.053
18 H -1.843 4.083 0.919  0.055
19 C 0.309 5.005 -2.161  -0.221
20 H 0.272 4.798 -3.241  0.056
21 H 1.310 4.733 -1.789  0.061
22 H 0.101 6.066 -1.959  0.081
23 C -2.502 4.377 -2.099  -0.216
24 H -2.699 5.455 -2.010  0.084
25 H -3.296 3.797 -1.602  0.060
26 H -2.464 4.077 -3.158  0.048
27 P -2.503 -3.286 -0.467  1.047
28 C -2.917 -3.108 1.311  -0.211
29 H -3.595 -3.920 1.614  0.089
30 H -3.390 -2.130 1.479  0.047
31 H -1.990 -3.157 1.899  0.043
32 C -4.004 -2.522 -1.202  -0.206
33 H -4.883 -3.153 -1.011  0.091
34 H -3.843 -2.418 -2.284  0.058
35 H -4.148 -1.519 -0.777  0.048
36 C -2.816 -5.066 -0.744  -0.206
37 H -3.868 -5.318 -0.539  0.091
38 H -2.135 -5.639 -0.094  0.071
39 H -2.562 -5.278 -1.796  0.071
40 Ir -0.210 0.938 -1.845  1.269
41 C 0.902 1.479 -0.349  -0.370
42 O 1.583 1.817 0.526  0.051
43 C -1.769 0.974 -0.655  -0.296
44 O -2.658 0.970 0.089  0.083
45 C -1.329 0.450 -3.620  -0.159
46 C -0.620 -0.669 -3.199  -0.219
47 C 0.762 -0.590 -3.016  -0.210
48 C 1.408 0.631 -3.192  -0.203
49 C 0.704 1.748 -3.615  -0.164
50 C -0.680 1.673 -3.782  -0.185
51 H -2.407 0.396 -3.735  0.152
52 H -1.150 -1.593 -2.968  0.117
53 H 1.319 -1.453 -2.682  0.113
54 H 2.469 0.709 -2.948  0.122
55 H 1.215 2.695 -3.750  0.135
56 H -1.250 2.561 -4.020  0.119
57 C -0.878 1.056 5.272  0.034
58 N -0.861 0.139 4.099  -0.186
59 C -2.216 -0.018 3.508  0.021
60 C 0.143 0.539 3.018  -0.068
61 C 0.431 -0.651 2.164  -0.241
62 C 0.994 -1.791 2.803  -0.012
63 C 1.155 -2.977 2.089  -0.063
64 C 0.788 -3.043 0.747  -0.079
65 C 0.256 -1.901 0.119  -0.180
66 C 0.126 -0.750 0.831  -0.011
67 H -1.235 2.040 4.954  0.122
68 H 0.138 1.134 5.668  0.119
69 H -1.543 0.631 6.033  0.127
70 H -0.563 -0.783 4.453  0.170
71 H -2.549 0.963 3.157  0.117
72 H -2.163 -0.706 2.661  0.068
73 H -2.893 -0.404 4.276  0.128
74 H -0.323 1.363 2.470  0.131
75 H 1.030 0.912 3.544  0.152
76 H 1.303 -1.738 3.853  0.141
77 H 1.577 -3.857 2.575  0.133
78 H 0.905 -3.964 0.173  0.125
79 H -0.037 -1.976 -0.929  0.043

=====

Q: total charge of number 2 (C26H46IrNO2P3)?
A: +4